(one)
{
  "formula": "C4H8N2",
  "method": "ωB97M-V/def2-TZVPD",
  "elements": ["C", "C", "N", "H", "H", "H", "C", "N", "C", "H", "H", "H", "H", "H"],
  "coordinates": [[-0.262, 0.632, -2.526], [-0.686, 1.257, -1.454], [-1.090, 1.890, -0.484], [-0.972, 0.138, -3.178], [0.795, 0.601, -2.762], [-1.151, 1.293, 0.344], [-0.346, -0.258, 2.201], [-0.336, -0.701, 1.016], [0.946, -1.118, 0.467], [-1.291, 0.082, 2.628], [0.551, -0.170, 2.830], [1.466, -0.241, 0.066], [0.781, -1.808, -0.364], [1.594, -1.597, 1.215]],
  "mulliken_charge": [-0.88, 0.58, -0.60, 0.23, 0.27, 0.39, -0.21, -0.45, -0.86, 0.31, 0.27, 0.26, 0.28, 0.41],
  "charge": 0,
  "gap_ha": 0.365,
  "multiplicity": 1,
  "homo_energy_ev": -8.9
}


(two)
{
  "formula": "C4H8N2",
  "method": "ωB97M-V/def2-TZVPD",
  "elements": ["C", "N", "C", "C", "C", "N", "H", "H", "H", "H", "H", "H", "H", "H"],
  "coordinates": [[1.903, -0.014, -0.199], [1.231, -1.163, 0.346], [0.609, -0.346, -0.828], [-0.582, 0.533, -0.495], [-1.757, -0.107, 0.121], [-0.822, 0.653, 0.948], [2.848, -0.161, -0.717], [1.883, 0.813, 0.508], [0.628, -0.930, 1.122], [0.536, -1.383, -1.156], [-0.796, 1.433, -1.086], [-1.726, -1.182, 0.273], [-2.745, 0.305, -0.061], [-1.209, 1.549, 1.224]],
  "mulliken_charge": [-0.37, -0.58, -0.39, 0.02, -0.46, -0.62, 0.24, 0.22, 0.35, 0.41, 0.41, 0.21, 0.31, 0.24],
  "charge": 0,
  "gap_ha": 0.381,
  "multiplicity": 1,
  "homo_energy_ev": -9.3
}


(three)
{
  "formula": "C4H8N2",
  "method": "ωB97M-V/def2-TZVPD",
  "elements": ["C", "C", "C", "N", "C", "N", "H", "H", "H", "H", "H", "H", "H", "H"],
  "coordinates": [[-1.948, 0.227, 0.126], [-0.757, -0.712, 0.120], [1.621, 0.380, 0.565], [2.271, -0.532, -0.115], [1.138, 1.504, -0.184], [0.741, 2.511, -0.623], [-1.678, 1.203, -0.291], [-2.292, 0.386, 1.151], [-2.781, -0.172, -0.460], [-0.970, -1.701, 0.528], [-0.353, -0.848, -0.894], [0.020, -0.333, 0.809], [2.367, -0.580, -1.126], [2.622, -1.333, 0.395]],
  "mulliken_charge": [-0.89, -0.73, -0.66, -0.22, 0.63, -0.44, 0.28, 0.27, 0.31, 0.40, 0.23, 0.33, 0.24, 0.26],
  "charge": 0,
  "gap_ha": 0.335,
  "multiplicity": 1,
  "homo_energy_ev": -9.1
}


It is (two) that is the least stable of them.


(one)
{
  "formula": "C4H8N2",
  "method": "ωB97M-V/def2-TZVPD",
  "elements": ["H", "N", "C", "N", "C", "C", "C", "H", "H", "H", "H", "H", "H", "H"],
  "coordinates": [[-1.282, 1.887, 0.307], [-0.391, 2.250, 0.078], [0.525, 1.373, -0.107], [0.406, -0.019, -0.150], [1.686, -0.697, -0.013], [-0.752, -0.839, 0.058], [-2.111, -0.458, -0.114], [1.547, 1.757, -0.107], [2.491, -0.161, -0.812], [2.130, -0.691, 1.212], [1.388, -1.839, -0.443], [-0.368, -1.887, 0.428], [-2.792, -1.244, 0.133], [-2.477, 0.567, -0.471]],
  "mulliken_charge": [0.23, -0.67, 0.15, 0.02, -0.97, 0.18, -0.90, 0.35, 0.33, 0.24, 0.32, 0.21, 0.25, 0.26],
  "charge": 0,
  "gap_ha": 0.341,
  "multiplicity": 1,
  "homo_energy_ev": -8.5
}


(two)
{
  "formula": "C4H8N2",
  "method": "ωB97M-V/def2-TZVPD",
  "elements": ["C", "N", "C", "C", "C", "N", "H", "H", "H", "H", "H", "H", "H", "H"],
  "coordinates": [[-0.350, -2.180, 0.168], [0.446, -1.374, 0.823], [0.351, -0.097, 0.353], [1.594, 0.511, -0.230], [-0.880, 0.492, 0.370], [-1.225, 1.754, -0.060], [-0.449, -3.220, 0.510], [-0.722, -1.997, -0.852], [1.399, 1.345, -0.910], [2.162, -0.228, -0.803], [2.235, 0.885, 0.575], [-1.633, 0.088, 1.044], [-0.704, 2.099, -0.858], [-2.223, 1.922, -0.131]],
  "mulliken_charge": [-0.40, -0.55, 0.42, -1.02, -0.19, -0.49, 0.27, 0.29, 0.31, 0.30, 0.24, 0.39, 0.19, 0.24],
  "charge": 0,
  "gap_ha": 0.308,
  "multiplicity": 1,
  "homo_energy_ev": -7.4
}


(three)
{
  "formula": "C4H8N2",
  "method": "ωB97M-V/def2-TZVPD",
  "elements": ["C", "C", "N", "C", "C", "N", "H", "H", "H", "H", "H", "H", "H", "H"],
  "coordinates": [[0.048, 1.727, -0.242], [0.298, 0.252, -0.189], [-1.930, -0.743, 0.192], [-0.665, -0.844, -0.341], [1.401, -0.435, 0.182], [2.514, -0.475, 0.760], [-2.080, -0.127, 0.977], [-2.551, -1.536, 0.229], [3.178, -1.140, 0.371], [-0.663, -1.399, -1.278], [0.484, -1.635, 0.093], [-0.445, 2.096, 0.663], [0.997, 2.257, -0.326], [-0.586, 2.000, -1.090]],
  "mulliken_charge": [-1.15, 0.40, -0.45, -0.31, 0.12, -0.66, 0.19, 0.22, 0.26, 0.35, 0.11, 0.25, 0.35, 0.31],
  "charge": 0,
  "gap_ha": 0.322,
  "multiplicity": 1,
  "homo_energy_ev": -8.0
}


It is (three) that is the least stable of them.


(one)
{
  "formula": "C4H8N2",
  "method": "ωB97M-V/def2-TZVPD",
  "elements": ["C", "N", "C", "C", "C", "N", "H", "H", "H", "H", "H", "H", "H", "H"],
  "coordinates": [[-0.316, 1.312, 0.410], [-0.408, 0.068, -0.342], [-1.317, -0.907, 0.228], [0.842, -0.502, -0.833], [2.047, 0.112, -0.256], [2.952, 0.521, 0.335], [-1.269, 1.485, 0.918], [-0.136, 2.162, -0.259], [0.475, 1.312, 1.176], [-1.077, -1.190, 1.268], [-1.313, -1.812, -0.387], [-2.337, -0.507, 0.207], [0.870, -0.506, -1.930], [0.986, -1.549, -0.535]],
  "mulliken_charge": [-1.02, 0.01, -1.04, -0.35, 0.20, -0.43, 0.34, 0.29, 0.37, 0.35, 0.40, 0.34, 0.24, 0.29],
  "charge": 0,
  "gap_ha": 0.357,
  "multiplicity": 1,
  "homo_energy_ev": -8.9
}


(two)
{
  "formula": "C4H8N2",
  "method": "ωB97M-V/def2-TZVPD",
  "elements": ["C", "N", "C", "C", "C", "N", "H", "H", "H", "H", "H", "H", "H", "H"],
  "coordinates": [[-0.792, 1.491, -0.179], [-0.023, 0.321, 0.265], [-0.579, -0.478, 1.147], [1.103, 0.069, -0.456], [1.970, -0.967, -0.054], [2.685, -1.812, 0.310], [-1.375, 1.219, -1.063], [-0.098, 2.296, -0.418], [-1.453, 1.811, 0.625], [-0.051, -1.370, 1.464], [-0.894, -1.679, -0.756], [-1.530, -0.197, 1.579], [1.388, 0.779, -1.219], [-0.351, -1.484, -1.246]],
  "mulliken_charge": [-1.00, 0.12, -0.42, -0.37, 0.27, -0.47, 0.33, 0.34, 0.34, 0.31, 0.01, 0.21, 0.33, 0.00],
  "charge": 0,
  "gap_ha": [0.304, 0.304],
  "multiplicity": 1,
  "homo_energy_ev": [-7.8, -7.8]
}


It is (two) that is the least stable of them.


(one)
{
  "formula": "C4H8N2",
  "method": "ωB97M-V/def2-TZVPD",
  "elements": ["C", "N", "C", "C", "C", "N", "H", "H", "H", "H", "H", "H", "H", "H"],
  "coordinates": [[1.892, 0.023, -0.246], [1.346, -1.151, 0.437], [0.590, -0.543, -0.639], [-0.547, 0.379, -0.332], [-1.902, -0.069, 0.068], [-0.967, 0.455, 1.067], [2.773, -0.133, -0.857], [1.868, 0.977, 0.287], [0.916, -0.847, 1.310], [0.499, -1.131, -1.552], [-0.359, 1.306, -0.861], [-2.094, -1.139, 0.153], [-2.779, 0.527, -0.183], [-1.225, 1.406, 1.318]],
  "mulliken_charge": [-0.60, -0.65, -0.08, -0.13, -0.31, -0.56, 0.29, 0.24, 0.35, 0.38, 0.36, 0.22, 0.27, 0.21],
  "charge": 0,
  "gap_ha": 0.382,
  "multiplicity": 1,
  "homo_energy_ev": -9.3
}


(two)
{
  "formula": "C4H8N2",
  "method": "ωB97M-V/def2-TZVPD",
  "elements": ["C", "N", "C", "C", "C", "N", "H", "H", "H", "H", "H", "H", "H", "H"],
  "coordinates": [[0.408, 1.131, 1.189], [0.645, 1.604, 0.019], [0.250, 0.714, -1.071], [0.235, -0.750, -0.921], [-0.460, -0.996, 0.341], [0.041, -0.080, 1.429], [0.404, 2.083, 1.854], [-0.838, 0.831, -1.360], [0.859, 0.943, -2.060], [-0.232, -1.190, -1.842], [1.259, -1.151, -1.059], [-0.296, -1.943, 0.738], [-1.687, -1.151, 0.311], [-0.589, -0.045, 2.432]],
  "mulliken_charge": [0.06, -0.55, -0.39, -0.42, -0.56, -0.31, 0.26, 0.22, 0.28, 0.30, 0.29, 0.34, 0.21, 0.30],
  "charge": 0,
  "gap_ha": 0.339,
  "multiplicity": 1,
  "homo_energy_ev": -8.5
}


(three)
{
  "formula": "C4H8N2",
  "method": "ωB97M-V/def2-TZVPD",
  "elements": ["C", "C", "N", "C", "N", "C", "H", "H", "H", "H", "H", "H", "H", "H"],
  "coordinates": [[2.499, 0.325, -0.760], [1.573, 0.805, 0.075], [0.257, 0.362, 0.208], [-0.432, -0.443, -0.682], [-1.608, -0.892, -0.549], [-2.293, -0.563, 0.679], [2.328, -0.524, -1.413], [3.487, 0.763, -0.775], [1.834, 1.622, 0.723], [-0.238, 0.667, 1.028], [0.108, -0.685, -1.585], [-1.695, -0.781, 1.574], [-2.616, 0.494, 0.730], [-3.204, -1.149, 0.747]],
  "mulliken_charge": [-0.88, 0.17, -0.16, 0.18, -0.51, -0.89, 0.22, 0.24, 0.29, 0.21, 0.25, 0.30, 0.31, 0.26],
  "charge": 0,
  "gap_ha": 0.346,
  "multiplicity": 1,
  "homo_energy_ev": -8.5
}


It is (two) that is the least stable of them.